Molecular formula: C36H72F2N5O8S2
Method: DFT, ωB97M-V with the def2-TZVPD basis set

Calculated values
Highest occupied orbital energy, eV: -16.2
LUMO energy, eV: -9.66
Spin multiplicity: 1
M, g/mol: 805.1
ΔE to the lowest compared entry with this formula, charge and spin, kJ/mol: 0.0
Charge: +3

Each line ends with the Löwdin charge.
Element x y z (Å)
1 C 4.1844 -4.6413 0.3059  -0.0226
2 C 4.4587 -4.1694 -1.0868  -0.4164
3 C 4.2165 -5.2823 -2.1485  -0.1083
4 C 3.6977 -4.9465 -3.5646  -0.1631
5 C 2.4675 -4.0267 -3.5363  -0.1382
6 C 2.7836 -2.7730 -2.7407  -0.3993
7 N 3.4380 -3.0929 -1.4418  0.0669
8 O 3.3862 -2.2112 -0.5803  0.2244
9 C 1.3952 -2.1384 -2.4960  -0.0277
10 C 3.7681 -1.8824 -3.6393  0.0517
11 C 5.9269 -3.6310 -1.2454  0.0307
12 H 3.2139 -5.1369 0.3996  0.0998
13 H 4.1908 -3.9774 1.1690  0.1008
14 H 4.8540 -5.4576 0.5822  0.1184
15 H 3.5433 -5.9816 -1.6458  0.1215
16 H 5.1001 -5.9030 -2.3011  0.1354
17 H 3.4145 -5.8590 -4.0939  0.1285
18 H 4.5297 -4.6942 -4.2270  0.1214
19 H 1.7133 -4.6428 -3.0430  0.1309
20 H 2.2060 -3.9234 -4.5876  0.1416
21 H 0.8732 -1.7486 -3.3686  0.1021
22 H 1.4506 -1.1997 -1.9392  0.0474
23 H 0.7855 -2.7790 -1.8606  0.0927
24 H 4.7815 -2.2693 -3.5747  0.0749
25 H 3.7200 -0.9045 -3.1556  0.0785
26 H 3.4722 -1.7127 -4.6720  0.1121
27 H 6.7004 -4.3694 -1.0524  0.1140
28 H 6.1337 -2.7266 -0.6720  0.0981
29 H 5.9826 -3.2828 -2.2779  0.0725
30 C -2.7295 -1.9226 -1.9459  -0.0374
31 C -4.0355 -2.6871 -1.9097  -0.4277
32 C -4.0307 -3.4768 -0.5920  -0.1093
33 C -5.2961 -4.2334 -0.1556  -0.1318
34 C -6.5787 -3.6000 -0.7982  -0.1256
35 C -6.4889 -2.0979 -1.0220  -0.4153
36 N -5.2098 -1.7374 -1.8545  0.0817
37 O -4.9520 -0.5242 -1.8719  0.2028
38 C -6.5049 -1.3775 0.3407  0.0191
39 C -7.6685 -1.6161 -1.8863  -0.0089
40 C -4.2389 -3.5957 -3.1391  0.0254
41 H -1.8441 -2.5605 -1.8951  0.0969
42 H -2.4962 -1.3226 -1.0658  0.0651
43 H -2.5546 -1.2850 -2.8132  0.0926
44 H -3.6087 -2.7547 0.1126  0.1170
45 H -3.2504 -4.2353 -0.4888  0.1453
46 H -5.3022 -4.2964 0.9332  0.1197
47 H -5.4024 -5.2772 -0.4515  0.1197
48 H -7.5237 -3.8488 -0.3171  0.1430
49 H -6.6537 -4.1453 -1.7406  0.1091
50 H -7.5118 -1.4489 0.7576  0.1151
51 H -6.2649 -0.3171 0.3117  0.0989
52 H -5.9682 -1.9509 1.0971  0.0954
53 H -8.6472 -1.9843 -1.5797  0.1085
54 H -7.6381 -1.8323 -2.9549  0.0979
55 H -7.7373 -0.5320 -1.7818  0.0950
56 H -4.4134 -3.1593 -4.1237  0.1013
57 H -5.1059 -4.2413 -3.0120  0.0841
58 H -3.2997 -4.1416 -3.2201  0.1047
59 C -1.0019 3.4699 -4.0886  0.0361
60 C -0.8715 2.4405 -2.9230  -0.3483
61 C -0.0968 1.1078 -3.2349  -0.1365
62 C 1.4183 1.1767 -3.3233  -0.1744
63 C 1.8892 1.7724 -2.0036  -0.1395
64 C 1.3592 3.1303 -1.6254  -0.4121
65 N -0.1880 3.1149 -1.7089  0.0549
66 O -0.6978 4.1810 -1.3823  0.2226
67 C 1.9668 4.2105 -2.5271  0.0085
68 C 1.5889 3.3413 -0.1245  -0.0183
69 C -2.2204 1.9372 -2.3408  -0.0256
70 H -0.2238 4.2267 -4.0249  0.0735
71 H -1.9176 4.0611 -4.0580  0.1031
72 H -1.0396 2.9110 -5.0219  0.1076
73 H -0.3933 0.5756 -4.1426  0.1352
74 H -0.3150 0.3262 -2.5019  0.0887
75 H 1.6619 1.8394 -4.1611  0.1247
76 H 1.8832 0.2543 -3.6622  0.0842
77 H 2.9712 1.8813 -2.0943  0.1375
78 H 1.6457 0.9943 -1.2762  0.1172
79 H 1.8389 4.2259 -3.6083  0.0901
80 H 3.0564 4.1577 -2.4656  0.1123
81 H 1.7774 5.2173 -2.1521  0.1074
82 H 2.6142 3.1752 0.2093  0.1061
83 H 1.1006 2.5485 0.4453  0.0562
84 H 1.2160 4.2761 0.2903  0.0989
85 H -2.8813 1.6235 -3.1488  0.1030
86 H -2.7257 2.6674 -1.7075  0.0977
87 H -2.1016 1.0787 -1.6843  0.0380
88 C 0.0598 4.7784 4.3431  0.0089
89 C 0.9265 4.5470 5.6113  -0.3854
90 C 0.2384 3.4984 6.5310  -0.1108
91 C 0.4103 2.0040 6.2032  -0.1444
92 C 1.8840 1.7642 6.1181  -0.1407
93 C 2.6557 2.5755 5.0812  -0.4198
94 N 2.3086 4.0372 5.2864  0.0381
95 O 3.2148 4.8308 5.1321  0.2195
96 C 2.2075 2.2420 3.6662  0.0049
97 C 4.1547 2.3168 5.2985  -0.0089
98 C 1.0364 5.9773 6.2879  0.0200
99 H -0.8716 5.1708 4.7455  0.1079
100 H -0.1503 3.8515 3.8135  0.0510
101 H 0.5089 5.5268 3.6911  0.1049
102 H -0.8134 3.6625 6.7728  0.1404
103 H 0.6256 3.6963 7.5369  0.1210
104 H -0.1211 1.8686 5.2595  0.1000
105 H 0.0474 1.3056 6.9546  0.1368
106 H 2.0149 0.7150 5.8445  0.1468
107 H 2.3515 1.9464 7.0868  0.1355
108 H 2.3774 3.0739 2.9772  0.0928
109 H 1.1674 1.9682 3.4939  0.0639
110 H 2.8581 1.4481 3.3021  0.1045
111 H 4.4756 1.3082 5.0321  0.1049
112 H 4.4108 2.1773 6.3532  0.0973
113 H 4.8735 3.0450 4.9308  0.0924
114 H 1.8281 6.6027 5.8827  0.0874
115 H 1.2805 5.6916 7.3114  0.0915
116 H 0.1081 6.5369 6.2133  0.1018
117 N -0.9359 1.1117 0.4134  -0.2781
118 S -1.5863 2.0335 1.6635  0.5453
119 O -1.4975 3.4526 1.6827  -0.2566
120 O -1.4711 1.5369 3.0115  -0.2816
121 F -3.1545 1.7515 1.3682  -0.1851
122 S -0.7074 -0.2069 1.1744  0.4410
123 O -1.8640 -0.9603 1.5607  -0.2565
124 O 0.4742 -0.2034 2.0190  -0.2934
125 F -0.0715 -1.0399 -0.0456  -0.2168

Forces on the atoms, in the same order (eV/Å):
-0.95 -1.30 1.44
0.79 -1.12 -1.64
-0.22 -1.29 0.18
0.35 -0.44 0.15
1.91 -2.25 0.26
-1.95 0.06 -3.07
1.83 4.16 3.02
-0.69 -2.27 -2.48
0.67 1.67 1.44
-0.35 0.43 2.20
-1.16 1.51 -0.85
-0.20 0.12 -0.39
0.44 0.68 -0.55
0.38 0.15 -0.40
-0.37 0.01 -0.31
0.32 0.34 0.35
-0.25 -0.34 0.60
-0.03 1.03 0.21
-0.35 0.33 0.00
-0.42 0.95 0.25
0.21 -1.03 -0.55
0.42 -0.16 0.38
-0.15 -0.21 -0.39
-0.04 0.08 -0.26
0.48 0.11 -0.02
-0.39 -0.71 0.07
-0.43 -0.31 0.05
-0.21 -0.21 0.45
0.52 -0.33 -0.12
1.21 0.80 -0.24
0.41 -0.82 -1.39
-0.07 -0.61 1.00
-1.37 0.75 0.15
1.23 -0.69 -0.41
-1.79 -0.64 -0.81
1.62 4.20 4.02
-1.14 -3.92 -1.06
0.03 -0.29 0.24
-0.35 0.99 -0.25
0.00 -0.24 -0.13
-0.47 -0.77 -0.36
-0.85 0.29 0.18
-0.42 -0.05 -0.14
-0.92 0.09 0.62
0.37 0.11 -1.22
-0.19 0.38 0.04
0.90 -0.02 -0.27
0.17 0.26 0.43
-0.28 0.44 -0.28
-0.30 0.03 -0.60
0.30 -0.12 -0.05
0.70 0.36 -0.21
0.30 -0.32 0.51
0.51 -0.22 0.03
0.03 0.06 -0.16
0.21 0.77 0.27
0.36 -0.37 0.22
-0.28 -0.44 0.00
-0.16 0.04 0.85
-1.05 -2.60 1.03
0.62 -0.96 -0.49
-0.66 2.19 -0.79
0.98 -1.64 -0.80
0.23 -0.98 1.39
-0.09 5.28 -3.03
0.76 -3.46 0.24
0.49 1.20 0.19
0.32 -0.30 0.92
-0.48 0.17 -0.09
0.28 -0.33 -0.50
-0.21 -0.33 0.44
0.43 0.09 -0.02
-0.81 0.85 -0.33
-0.26 0.48 0.57
0.11 0.27 0.06
-0.09 -0.21 0.69
0.08 0.00 0.56
0.17 0.36 0.55
-0.70 -0.51 0.11
0.01 -0.48 0.47
-0.46 -0.06 0.00
0.31 0.45 -0.66
-0.40 -0.05 -0.33
0.11 0.17 -0.37
0.01 0.27 -0.11
-0.04 0.36 -0.41
0.35 0.01 -0.16
0.56 -0.61 -0.06
-1.48 0.94 -0.03
-0.06 -0.27 2.03
0.22 1.64 -0.66
0.27 -0.85 -0.35
-0.06 -0.66 0.47
2.21 1.82 -0.54
-2.14 -1.47 0.41
0.17 0.35 -1.31
0.71 -0.15 0.98
0.71 -1.73 0.30
-0.03 -0.05 -0.16
-0.03 0.11 -0.13
0.00 -0.07 -0.07
-0.16 0.71 -1.00
0.51 -0.25 0.03
0.11 -0.65 -0.01
-0.53 0.44 0.08
0.47 -0.02 0.10
-0.08 -0.18 0.10
0.23 0.15 0.09
0.00 -0.23 0.56
-0.22 -0.18 0.10
-0.54 0.08 -1.04
-0.48 0.82 0.34
-0.30 -0.02 -0.43
0.01 -0.20 -0.13
-0.07 0.85 0.27
-0.12 -0.36 0.13
-1.27 3.67 1.46
-3.05 0.35 1.94
0.92 0.36 -2.38
0.83 -0.92 -1.08
1.05 0.24 -0.43
3.36 -4.48 1.98
0.38 0.51 -0.54
-1.39 0.29 -0.31
-0.63 0.03 -0.88